No. 1
{
  "formula": "C4H10O4",
  "method": "the ωB97M-V functional and the def2-TZVPD basis",
  "smiles": "O=CCCC=O.O.O",
  "charge": 0,
  "spin_multiplicity": 1,
  "fmax_ev_per_a": 1.2,
  "lumo_energy_ev": 0.428,
  "total_energy_ev": -12499.14352,
  "species": ["O", "C", "C", "C", "C", "O", "H", "H", "H", "H", "H", "H", "O", "H", "H", "O", "H", "H"],
  "positions_angstrom": [[2.018, 0.934, -1.870], [0.933, 1.175, -1.404], [0.287, 0.313, -0.359], [0.126, 1.068, 0.978], [-1.060, 0.575, 1.764], [-1.026, 0.207, 2.912], [0.384, 2.056, -1.762], [-0.729, 0.147, -0.722], [0.818, -0.625, -0.277], [-0.076, 2.131, 0.793], [1.036, 1.014, 1.561], [-2.032, 0.575, 1.222], [1.356, -2.170, 3.079], [1.241, -1.217, 3.006], [1.402, -2.493, 2.172], [-1.737, -0.882, -3.682], [-0.848, -1.078, -4.009], [-2.094, -1.732, -3.406]]
}

---

No. 2
{
  "formula": "C4H10O4Si",
  "method": "the ωB97M-V functional and the def2-TZVPD basis",
  "charge": 0,
  "spin_multiplicity": 1,
  "fmax_ev_per_a": 5.8,
  "lumo_energy_ev": -0.503,
  "total_energy_ev": -20378.78293,
  "species": ["C", "C", "C", "C", "O", "O", "O", "O", "Si", "H", "H", "H", "H", "H", "H", "H", "H", "H", "H"],
  "positions_angstrom": [[-0.786, -0.506, -1.264], [0.288, 0.203, -1.493], [1.328, -0.258, -2.542], [0.721, 1.365, -0.549], [-1.964, -1.242, 2.828], [0.359, -1.329, 1.459], [-0.200, 0.852, 2.739], [-1.690, 0.059, 0.625], [-0.867, -0.409, 1.945], [-1.263, -1.382, -1.474], [1.506, 0.706, -3.140], [2.239, -0.665, -2.287], [0.857, -0.879, -3.352], [1.107, 0.845, 0.391], [1.437, 1.988, -0.995], [-0.220, 1.734, -0.309], [-2.823, -1.248, 2.435], [0.773, -1.410, 2.349], [-0.802, 1.576, 2.634]]
}

---

No. 3
{
  "formula": "C4H10OS",
  "method": "the ωB97M-V functional and the def2-TZVPD basis",
  "charge": 0,
  "spin_multiplicity": 1,
  "fmax_ev_per_a": 6.2,
  "lumo_energy_ev": 0.157,
  "total_energy_ev": -17188.93683,
  "species": ["C", "C", "C", "C", "O", "S", "H", "H", "H", "H", "H", "H", "H", "H", "H", "H"],
  "positions_angstrom": [[-1.324, 1.046, 0.770], [1.032, -1.648, -0.588], [-0.633, 0.085, -0.262], [0.623, -0.559, 0.341], [-0.252, 0.985, -1.318], [1.949, 0.711, 0.702], [-0.870, 1.970, 0.735], [-1.181, 0.631, 1.773], [-2.439, 1.174, 0.760], [1.955, -2.156, -0.112], [0.282, -2.293, -0.760], [1.491, -1.215, -1.531], [-1.218, -0.602, -0.785], [0.070, -1.017, 2.035], [-1.092, 1.450, -1.384], [1.608, 1.437, -0.375]]
}

---

No. 4
{
  "formula": "C4H10OS",
  "method": "the ωB97M-V functional and the def2-TZVPD basis",
  "smiles": "CC=O.CCS",
  "charge": 0,
  "spin_multiplicity": 1,
  "fmax_ev_per_a": 1.0,
  "lumo_energy_ev": 0.791,
  "total_energy_ev": -17192.24624,
  "species": ["C", "C", "O", "H", "H", "H", "H", "C", "C", "S", "H", "H", "H", "H", "H", "H"],
  "positions_angstrom": [[2.216, -0.225, 0.497], [2.240, 0.848, 1.559], [2.129, 2.027, 1.351], [1.751, 0.176, -0.396], [1.638, -1.059, 0.875], [3.253, -0.470, 0.279], [2.394, 0.489, 2.597], [-1.844, 0.634, -1.455], [-1.593, -0.225, -0.220], [-1.287, -1.979, -0.716], [-2.616, 0.187, -2.078], [-0.929, 0.700, -2.038], [-2.108, 1.650, -1.142], [-0.691, 0.063, 0.315], [-2.421, -0.192, 0.474], [-2.133, -2.623, 0.097]]
}

---

No. 5
{
  "formula": "C4H10OSi",
  "method": "the ωB97M-V functional and the def2-TZVPD basis",
  "smiles": "C=C[C@H](C)O[SiH3]",
  "charge": 0,
  "spin_multiplicity": 1,
  "fmax_ev_per_a": 4.3,
  "lumo_energy_ev": 1.026,
  "total_energy_ev": -14233.00192,
  "species": ["C", "C", "C", "C", "O", "Si", "H", "H", "H", "H", "H", "H", "H", "H", "H", "H"],
  "positions_angstrom": [[0.903, 1.955, 0.035], [0.954, 0.792, -0.529], [0.432, -0.433, 0.152], [1.291, -1.782, 0.040], [-1.083, -0.785, -0.385], [-2.338, 0.132, 0.064], [1.383, 2.744, -0.450], [0.418, 1.996, 1.019], [1.606, 0.780, -1.354], [0.416, -0.412, 1.239], [1.808, -1.657, -0.935], [2.009, -1.788, 0.864], [0.410, -2.571, -0.028], [-3.400, -0.504, -1.006], [-1.819, 1.583, -0.026], [-2.990, -0.048, 1.299]]
}

---

No. 6
{
  "formula": "C4H10OSi",
  "method": "the ωB97M-V functional and the def2-TZVPD basis",
  "smiles": "C=C[Si@@H](C)OC",
  "charge": 0,
  "spin_multiplicity": 1,
  "fmax_ev_per_a": 3.9,
  "lumo_energy_ev": 0.939,
  "total_energy_ev": -14233.90875,
  "species": ["C", "C", "Si", "C", "O", "C", "H", "H", "H", "H", "H", "H", "H", "H", "H", "H"],
  "positions_angstrom": [[1.746, -1.547, 0.990], [1.297, -0.319, 1.095], [-0.843, 0.221, 0.381], [-1.371, 1.992, 0.892], [-0.515, 0.501, -1.218], [-0.056, -0.550, -2.069], [2.605, -1.854, 1.498], [1.187, -2.434, 0.568], [1.894, 0.432, 1.586], [-1.753, -0.922, 0.329], [-1.698, 2.533, 0.003], [-2.126, 2.070, 1.638], [-0.497, 2.405, 1.281], [-0.478, -0.407, -3.079], [-0.405, -1.595, -1.836], [1.014, -0.526, -2.058]]
}

---

No. 7
{
  "formula": "C4H10S",
  "method": "the ωB97M-V functional and the def2-TZVPD basis",
  "charge": 0,
  "spin_multiplicity": 1,
  "fmax_ev_per_a": 1.1,
  "lumo_energy_ev": -0.854,
  "total_energy_ev": -15140.61316,
  "species": ["C", "C", "C", "S", "C", "H", "H", "H", "H", "H", "H", "H", "H", "H", "H"],
  "positions_angstrom": [[0.288, 0.281, -1.818], [1.613, 0.467, -0.898], [0.615, 1.059, -0.119], [-0.502, -1.550, 0.878], [-1.599, -1.064, 2.275], [0.668, -0.431, -2.553], [-0.608, -0.147, -1.362], [0.050, 1.187, -2.345], [2.280, 1.188, -1.337], [2.074, -0.483, -0.718], [-0.010, 0.294, 0.528], [0.637, 2.155, -0.114], [-2.193, -1.931, 2.514], [-1.016, -0.737, 3.123], [-2.296, -0.287, 1.946]]
}

---

No. 8
{
  "formula": "C4H10S2",
  "method": "the ωB97M-V functional and the def2-TZVPD basis",
  "smiles": "C=CC.CSS",
  "charge": 0,
  "spin_multiplicity": 1,
  "fmax_ev_per_a": 3.0,
  "lumo_energy_ev": 0.123,
  "total_energy_ev": -25977.85545,
  "species": ["C", "C", "C", "H", "H", "H", "H", "H", "H", "C", "S", "S", "H", "H", "H", "H"],
  "positions_angstrom": [[-0.060, -2.331, 0.352], [-0.768, -1.196, 0.546], [-1.810, -0.861, 1.614], [0.919, -2.508, -0.131], [-0.602, -3.208, 0.565], [-0.949, -0.519, -0.341], [-1.434, -0.072, 2.207], [-2.080, -1.751, 2.230], [-2.780, -0.559, 1.256], [0.798, 1.280, -1.950], [0.718, 2.079, -0.323], [2.598, 3.223, -0.202], [0.715, 0.143, -1.922], [0.051, 1.716, -2.666], [1.800, 1.424, -2.314], [2.884, 3.141, 1.080]]
}